1.
{"formula": "C6H12O", "method": "ωB97M-V/def2-TZVPD", "orbital_gap_ev": 9.22, "homo_ev": -8.179, "symbols": ["C", "C", "O", "C", "C", "C", "C", "H", "H", "H", "H", "H", "H", "H", "H", "H", "H", "H", "H"], "coordinates": [[-1.3849, -2.3238, -0.8114], [-1.0111, -0.9007, -0.6770], [-0.6544, -0.4774, 0.5556], [-0.4160, 0.9112, 0.5989], [0.4932, 1.3618, 1.6894], [0.9602, 1.4174, 0.2496], [2.0437, 0.4714, -0.2243], [-2.3609, -1.5420, -0.8339], [-1.5189, -2.9516, 0.0636], [-1.2009, -2.8567, -1.7579], [-2.3181, -0.0581, -0.9278], [-0.4865, -0.5031, -1.5364], [-1.2929, 1.5060, 0.3255], [0.9222, 0.5741, 2.3072], [0.2623, 2.2828, 2.2202], [0.9866, 2.4088, -0.2043], [2.0487, 0.3850, -1.3190], [3.0332, 0.8263, 0.0900], [1.8947, -0.5314, 0.1922]], "atomic_forces_ev_per_a": [[-3.2, 0.9, -0.1], [-1.3, 2.6, -0.6], [0.7, 0.1, 0.1], [0.1, 0.1, 0.1], [0.0, 0.1, 0.1], [0.0, 0.1, -0.1], [0.0, 0.0, 0.0], [0.4, -4.0, -0.7], [0.4, 0.3, 0.1], [0.1, 0.6, 0.6], [2.4, -0.7, 0.4], [0.4, 0.3, 0.1], [0.2, -0.2, 0.1], [-0.1, 0.1, -0.2], [0.0, -0.2, -0.1], [0.0, -0.2, 0.1], [0.0, 0.0, 0.2], [-0.2, -0.1, -0.1], [0.0, 0.2, -0.1]]}

***

2.
{"formula": "C38H29BiN4O7Si", "method": "ωB97M-V/def2-TZVPD", "orbital_gap_ev": 7.29, "homo_ev": -8.250, "symbols": ["Bi", "O", "C", "C", "C", "C", "C", "C", "C", "O", "N", "N", "C", "C", "C", "C", "C", "C", "N", "H", "H", "H", "H", "H", "H", "H", "H", "H", "H", "O", "C", "C", "C", "C", "C", "C", "C", "O", "N", "O", "O", "H", "H", "H", "H", "O", "Si", "C", "C", "C", "C", "C", "C", "C", "C", "C", "C", "C", "C", "C", "C", "C", "C", "C", "C", "H", "H", "H", "H", "H", "H", "H", "H", "H", "H", "H", "H", "H", "H", "H"], "coordinates": [[2.1365, -0.0699, -0.1356], [-0.9473, -3.8269, -3.1147], [-0.7506, -2.8089, -3.9594], [-1.5633, -2.7300, -5.1088], [-1.4515, -1.7157, -6.0269], [-0.4466, -0.7781, -5.9243], [0.3728, -0.7888, -4.8023], [0.2287, -1.7849, -3.8466], [1.0665, -1.6450, -2.6191], [1.7720, -0.6094, -2.4436], [0.9933, -2.6693, -1.7449], [1.8311, -2.3686, -0.6633], [2.1674, -3.3586, 0.0878], [3.1973, -3.1256, 1.0998], [3.4111, -4.0348, 2.1412], [4.3507, -3.6588, 3.1138], [5.0250, -2.4526, 3.0196], [4.8097, -1.7131, 1.8768], [3.9621, -2.0225, 0.8972], [-0.2644, -3.7276, -2.4208], [-2.2657, -3.5181, -5.1928], [-2.2593, -1.7085, -6.7653], [-0.4188, -0.0224, -6.6730], [1.1410, -0.0356, -4.6279], [1.8013, -4.4180, -0.0781], [2.7751, -4.8825, 2.3271], [4.4243, -4.3159, 4.0038], [5.7037, -2.1930, 3.7887], [5.3791, -0.7421, 1.6649], [2.0830, 2.0652, 1.4380], [1.5838, 2.1222, 2.5565], [1.2026, 1.0317, 3.3937], [0.6076, 1.3278, 4.5871], [0.3456, 0.3119, 5.4743], [0.5453, -1.0152, 5.2421], [1.1123, -1.3401, 4.0300], [1.4353, -0.3683, 3.0649], [1.9276, -0.7846, 1.9660], [-0.4222, 0.6725, 6.6757], [-0.8280, -0.2605, 7.3565], [-0.6108, 1.8495, 6.9138], [1.4641, 3.1122, 2.9868], [0.4765, 2.3819, 4.7824], [0.2031, -1.7674, 5.9478], [1.2680, -2.3611, 3.7995], [0.0624, -0.0064, 0.0336], [-1.0521, 1.1114, -0.5590], [-1.7825, 2.0112, 0.8996], [-1.9352, 3.3628, 0.8712], [-2.3136, 4.1243, 1.9643], [-2.5496, 3.4722, 3.1852], [-2.3668, 2.1074, 3.2513], [-1.9302, 1.3880, 2.1377], [-2.4668, 0.2297, -1.3807], [-2.4425, -1.1039, -1.8008], [-3.5571, -1.7094, -2.4039], [-4.7331, -0.9982, -2.5433], [-4.8231, 0.2911, -1.9688], [-3.6980, 0.9097, -1.4351], [-0.0966, 2.2152, -1.7083], [-0.2783, 2.0147, -3.0731], [0.4537, 2.7945, -3.9514], [1.3579, 3.7436, -3.5423], [1.6386, 3.8745, -2.2027], [0.8793, 3.0974, -1.2726], [-1.8167, 3.8763, -0.0424], [-2.4479, 5.1770, 1.9234], [-2.9209, 3.9806, 4.0679], [-2.5420, 1.5780, 4.1575], [-1.6022, 0.3704, 2.2885], [-1.5537, -1.6694, -1.6311], [-3.5203, -2.7455, -2.6850], [-5.6143, -1.4930, -2.8579], [-5.7706, 0.7722, -2.0184], [-3.8234, 1.8543, -0.9370], [-0.9857, 1.3094, -3.4782], [0.2663, 2.6980, -5.0315], [1.9532, 4.2927, -4.3022], [2.3374, 4.6045, -1.8270], [1.0994, 3.2128, -0.2162]], "atomic_forces_ev_per_a": [[-0.7, 0.0, -0.2], [0.1, 0.2, 0.0], [0.3, 1.1, -1.9], [0.8, -0.3, 1.4], [-0.9, -0.8, 0.0], [-0.1, 0.3, 0.5], [-0.2, -0.1, -0.8], [0.2, -0.4, 1.4], [-0.5, -0.8, 0.0], [0.0, 0.2, 0.2], [1.0, 1.3, 0.4], [-1.0, -1.8, 0.0], [-0.1, -0.4, -0.6], [0.5, -0.3, -0.2], [0.5, 1.5, 0.4], [-0.9, -0.9, 0.5], [-0.6, -1.2, -0.4], [1.1, 2.2, -1.3], [-0.3, -0.9, 1.1], [0.1, -0.1, 0.4], [-0.9, -0.5, -0.3], [0.7, 0.3, -0.2], [0.4, 0.6, -0.3], [-0.3, -0.2, -0.1], [0.3, 1.5, 0.0], [-0.1, -0.2, -0.3], [0.3, 0.6, -0.6], [0.6, 0.6, 0.4], [-0.7, -1.5, 0.6], [0.1, -0.3, -0.2], [0.4, 0.0, -0.5], [0.4, -1.9, -0.9], [0.6, 0.2, 0.5], [-1.5, 1.9, 1.3], [0.4, -1.0, -1.2], [-0.4, 0.3, 0.9], [-0.3, 0.9, 0.3], [0.4, -0.1, -0.7], [0.2, -0.5, 0.2], [0.0, 0.6, 0.1], [-0.1, -0.1, 0.1], [-0.3, 0.5, 0.3], [-0.4, -0.1, 0.5], [0.2, 0.2, -0.1], [0.2, -0.8, -0.4], [-0.1, 0.5, -0.4], [0.8, -1.3, 0.8], [1.1, -1.1, 0.5], [-0.8, 1.6, 0.2], [-0.2, -1.1, 1.3], [-0.2, 0.3, -0.6], [0.3, -0.4, -0.8], [0.0, 0.2, 0.4], [-0.5, -0.2, 0.0], [-0.6, 0.5, -0.4], [0.4, 0.5, 0.5], [0.7, 1.0, 1.5], [0.8, -0.9, -0.9], [-0.4, -0.8, -0.1], [-0.4, -0.6, 0.1], [0.4, 0.9, -0.3], [-0.8, -0.4, -1.5], [1.4, 0.4, -0.6], [-1.2, -0.7, 1.4], [1.1, 1.1, -0.8], [0.3, 0.6, -1.1], [0.0, 0.7, -0.3], [0.2, 0.2, -0.1], [0.0, -0.3, 0.7], [-0.3, -0.3, -0.2], [0.5, -0.4, 0.0], [0.1, -0.3, -0.2], [-0.7, -0.3, -0.6], [-0.5, 0.5, 0.2], [0.1, 0.4, -0.1], [-0.2, -0.2, 0.1], [0.1, -0.1, 0.5], [-0.6, -0.2, 0.6], [0.2, 0.0, 0.0], [-0.2, 0.1, -0.1]]}